Entry 1:
The following is a quantum chemistry calculation of C39H44BrN4O3P2V as an isolated structure in a non-equilibrium geometry, from the Open Molecules 2025 dataset.

```
94
Properties=species:S:1:pos:R:3:forces:R:3
V 0.21394 -0.36828 -1.66966 0.212 0.765 1.689
C -4.68658 -0.80476 -4.19905 0.056 0.075 0.082
O -3.69916 0.03094 -3.60059 -0.244 -0.158 0.096
C -2.70248 0.45734 -4.43142 -0.081 0.062 0.167
C -2.94904 1.00353 -5.67436 0.048 0.091 -0.287
C -1.89439 1.41424 -6.48800 -0.142 0.009 -0.035
C -0.59549 1.23649 -6.06468 0.183 0.021 -0.099
C -0.33125 0.68745 -4.80856 0.175 0.006 0.067
C 1.03500 0.33147 -4.44328 0.028 0.096 -0.473
N 1.33892 -0.24357 -3.34720 0.442 -0.117 -0.177
N 2.68087 -0.64021 -3.20875 -0.339 0.169 -0.008
C 2.80562 -1.12645 -2.01661 -0.237 0.201 -0.277
O 1.76992 -1.18952 -1.20231 1.463 -1.022 0.532
C 4.12058 -1.59445 -1.54865 -0.074 -0.032 0.161
C 5.29362 -1.13974 -2.14260 0.102 -0.008 -0.067
C 6.52068 -1.58327 -1.67212 -0.037 -0.021 0.019
C 6.57973 -2.48316 -0.61213 -0.033 0.036 -0.035
C 5.40698 -2.93370 -0.01938 0.023 0.004 -0.021
C 4.17954 -2.48414 -0.48469 -0.002 -0.121 0.206
C -1.39266 0.35959 -3.95826 0.443 -0.248 0.120
O -1.12995 -0.09823 -2.72615 -2.171 0.192 -1.717
H -5.35272 -1.11864 -3.39900 0.020 0.014 0.033
H -4.22500 -1.68351 -4.65410 0.048 -0.005 -0.014
H -5.27212 -0.27875 -4.95248 -0.025 0.053 -0.014
H -3.97056 1.11143 -6.01902 0.063 0.001 0.032
H -2.10358 1.85250 -7.45635 0.027 -0.035 0.060
H 0.23749 1.50621 -6.70749 -0.087 -0.037 0.057
H 1.83503 0.49513 -5.16001 -0.051 0.014 -0.117
H 5.22893 -0.43990 -2.96703 0.018 -0.044 0.055
H 7.43446 -1.22382 -2.12974 -0.036 -0.018 0.017
H 7.53987 -2.83112 -0.24816 -0.053 0.032 -0.020
H 5.44919 -3.63494 0.80564 -0.003 0.029 -0.033
H 3.25609 -2.82291 -0.02733 0.062 0.057 -0.020
C -3.30612 0.26520 -0.25158 0.097 -0.079 -0.074
P -1.74884 -0.56785 0.20109 0.346 -0.263 0.354
C -1.69467 -0.13994 2.03308 -0.042 0.166 0.070
N -2.85770 0.16205 2.55998 0.047 -0.070 -0.175
C -2.92776 0.45581 3.88148 -0.077 0.003 -0.033
C -4.17254 0.81089 4.45823 -0.026 -0.026 -0.082
C -4.24620 1.07169 5.79328 0.053 0.018 0.133
C -3.08829 0.98599 6.61206 -0.122 0.001 -0.023
C -1.88015 0.65615 6.07426 0.069 0.017 0.000
C -1.77902 0.39597 4.68512 0.088 -0.021 0.046
N -0.57107 0.11609 4.13508 0.146 -0.037 -0.114
C -0.49670 -0.11502 2.84588 -0.168 0.056 -0.054
P 1.15589 -0.34957 2.03842 0.191 -0.168 -0.176
C 1.81523 -1.72203 3.08547 -0.144 0.128 0.031
C 2.18983 1.11341 2.62359 -0.082 0.008 0.028
C 3.43409 1.07014 1.72382 0.040 0.021 -0.058
C 1.40979 2.40043 2.32606 0.017 -0.043 -0.019
C 2.62816 1.08747 4.09305 0.054 0.032 -0.129
C -2.22034 -2.39194 0.25484 0.118 0.083 0.034
C -1.06099 -3.13385 0.93674 -0.022 0.090 -0.029
C -3.53180 -2.69885 0.98251 -0.021 -0.059 -0.057
C -2.32389 -2.84691 -1.20701 -0.060 -0.059 0.082
H -4.13765 -0.14556 0.30812 -0.133 -0.033 0.060
H -3.45772 0.15521 -1.32303 0.003 -0.008 -0.056
H -3.23300 1.32512 -0.01571 0.022 0.023 0.000
H -5.04357 0.86376 3.81503 0.073 -0.013 0.019
H -5.19501 1.34825 6.23835 0.063 -0.027 -0.005
H -3.17115 1.18698 7.67349 -0.007 0.007 -0.052
H -0.98075 0.59770 6.67639 -0.044 -0.008 -0.055
H 1.56678 -1.56814 4.13608 0.055 -0.035 0.017
H 2.89945 -1.76382 2.96999 -0.013 0.002 -0.020
H 1.40217 -2.67424 2.74868 -0.006 0.039 0.008
H 3.15973 1.14335 0.66704 0.012 0.013 0.072
H 4.00771 0.14655 1.86334 -0.043 0.067 -0.007
H 4.09272 1.91314 1.96748 -0.062 -0.090 -0.011
H 1.06676 2.43386 1.28656 0.083 -0.032 0.170
H 2.06217 3.26578 2.49192 -0.056 -0.065 -0.014
H 0.54131 2.50626 2.98299 0.045 -0.012 -0.024
H 3.36732 0.30207 4.28245 -0.117 0.052 -0.023
H 1.78630 0.94647 4.76713 -0.059 0.004 0.026
H 3.10271 2.04825 4.33198 -0.026 -0.122 -0.018
H -1.01855 -2.91139 2.00770 -0.013 -0.010 -0.059
H -0.09671 -2.86522 0.49286 -0.019 0.000 0.013
H -1.19633 -4.21364 0.82421 -0.019 0.030 0.010
H -3.64777 -2.12069 1.89803 0.021 0.002 0.049
H -3.55295 -3.76115 1.25231 -0.028 0.079 -0.069
H -4.39932 -2.50525 0.34616 0.060 0.047 0.051
H -1.37342 -2.73616 -1.72959 0.075 -0.027 -0.037
H -3.07301 -2.27502 -1.76092 0.022 -0.018 0.030
H -2.60078 -3.90569 -1.24076 -0.013 0.046 0.009
Br 1.29010 6.29129 -0.84584 0.013 -0.002 0.016
C 1.03256 4.41752 -1.03504 0.025 0.027 -0.010
C 2.04024 3.63883 -1.57282 0.054 -0.122 0.012
C 1.83419 2.26922 -1.72626 0.029 -0.050 0.113
C 0.64971 1.62201 -1.33850 -0.331 0.549 0.362
C -0.32882 2.47132 -0.78522 0.214 0.182 -0.151
C -0.16056 3.84906 -0.63634 -0.127 -0.250 -0.051
H 2.97548 4.09519 -1.87366 -0.024 -0.029 0.003
H 2.65558 1.69554 -2.14627 -0.028 0.002 -0.052
H -1.27180 2.06176 -0.44541 -0.024 -0.039 -0.029
H -0.94250 4.46295 -0.20486 0.023 -0.036 -0.032
```
Forces are in eV/Å.

Energy, Eh: -6158.01973
Molecular weight, g/mol: 809.60
Frontier orbital gap (spin up / spin down), Ha: 0.2401 / 0.2401
Maximum force, eV Å⁻¹: 2.8
LUMO (spin up / spin down), eV: -0.47 / -0.47

Here are the Mulliken charges for atoms 1 to 8, given in e: number 1, V, carries -0.36; number 2, C, carries -1.00; number 3, O, carries -0.38; number 4, C, carries 0.15; number 5, C, carries -0.50; number 6, C, carries -0.94; number 7, C, carries -0.88; number 8, C, carries 0.70

---

Entry 2:
The following is a quantum chemistry calculation of a 2-piece molecular cluster, C39H44ClNO3Si overall in a non-equilibrium geometry, from the Open Molecules 2025 dataset.

```
89
Properties=species:S:1:pos:R:3:forces:R:3
C -0.95329 4.33453 3.35795 -0.336 -0.149 0.426
C 0.45196 4.82704 3.14289 0.000 0.029 -0.368
O 1.11787 3.87395 2.28071 -0.774 0.373 0.589
C 2.44442 4.19622 2.18055 2.167 -0.122 -0.690
C 3.33440 3.10607 1.82899 -1.574 1.165 -0.283
C 4.60967 3.06418 2.41015 1.964 -0.094 0.989
C 5.34394 4.23344 2.84467 -0.063 -0.295 0.429
C 6.46535 4.13021 3.67063 -0.875 -1.845 -0.488
Cl 7.27753 5.54161 4.21925 0.245 0.607 0.124
C 6.94338 2.87896 4.10147 -0.090 0.340 -0.210
C 6.30891 1.72479 3.61889 0.097 0.423 -0.464
C 5.22827 1.80404 2.74434 -0.015 0.498 -0.070
O 2.79822 5.34825 2.45214 -0.356 -0.492 0.111
H -1.59844 5.17537 3.62920 -0.025 -0.123 0.009
H -1.37000 3.85085 2.46554 0.186 0.185 0.204
H -0.94056 3.63760 4.20909 -0.311 -0.053 -0.401
H 0.47685 5.83623 2.70868 0.068 -0.387 0.009
H 0.95773 4.87708 4.12107 0.074 0.041 -0.471
H 2.93348 2.23432 1.32825 -0.213 -0.314 0.374
H 4.95372 5.22021 2.62726 0.070 -0.229 -0.122
H 7.81738 2.82949 4.74678 -0.233 -0.058 -0.070
H 6.70616 0.75586 3.92358 -0.139 0.145 -0.149
H 4.78311 0.89423 2.33013 0.021 0.171 0.332
C -3.97325 -1.58280 3.26218 -0.221 0.007 0.278
Si -4.05025 -2.78170 1.83376 0.337 0.295 -0.409
C -4.01166 -4.56556 2.36731 -0.145 -0.213 0.161
C -5.42624 -2.44183 0.61983 -0.375 0.015 0.024
O -2.59747 -2.64045 1.02767 1.079 -0.171 -0.373
C -2.00754 -1.96531 -0.06376 0.249 -0.230 0.209
C -2.18525 -2.78699 -1.35459 -0.179 0.436 0.312
C -2.41858 -4.16524 -1.29825 -0.141 -0.136 -0.249
C -2.60072 -4.89053 -2.47982 0.051 0.178 0.140
C -2.56744 -4.24355 -3.71906 0.033 -0.043 0.030
C -2.31521 -2.87280 -3.77302 0.124 0.052 0.162
C -2.09994 -2.15358 -2.59527 0.013 -0.307 -0.261
C -2.53680 -0.52712 -0.10596 -0.462 -0.699 0.005
C -3.47498 -0.08291 -1.04493 0.310 0.527 -0.025
C -3.88177 1.25757 -1.02367 -0.093 -0.306 0.112
C -3.48482 2.09594 0.01796 0.229 0.006 0.056
C -2.66535 1.59606 1.03558 -0.064 -0.259 0.104
C -2.20484 0.28223 0.97793 0.066 0.486 -0.228
C -0.44509 -1.97817 0.31175 -0.233 -0.464 0.730
C 0.16566 -3.39281 0.25113 0.310 0.476 0.732
C 0.92233 -3.48013 -1.06803 0.057 -0.018 -0.568
C 1.14620 -2.03675 -1.55305 0.165 -0.450 -1.335
N 0.39875 -1.19881 -0.61038 0.680 2.227 0.633
C 0.68517 0.09290 -0.46666 -0.928 -1.509 1.866
C 1.08408 0.90833 -1.55686 2.735 1.236 -1.471
C 2.38144 1.09115 -2.00364 -1.743 -0.997 1.121
C 2.65612 1.27329 -3.41327 0.276 0.850 -2.119
C 3.97383 1.17768 -3.95049 -0.713 0.052 0.498
C 4.19023 1.18740 -5.33051 -0.452 0.269 -0.412
C 3.11424 1.38184 -6.21992 0.046 -0.092 0.372
C 1.81159 1.52883 -5.71468 0.186 0.039 0.291
C 1.58369 1.44252 -4.34149 0.647 -0.014 0.216
H -4.91744 -1.60087 3.82716 0.239 0.051 -0.047
H -3.16191 -1.85561 3.95466 -0.225 0.005 -0.178
H -3.79247 -0.54687 2.94114 -0.154 -0.327 -0.013
H -4.89777 -4.84319 2.95270 0.154 0.047 -0.067
H -3.97932 -5.23121 1.49282 -0.021 0.180 0.163
H -3.12446 -4.77389 2.98141 -0.192 0.083 -0.127
H -6.37180 -2.83927 1.02574 0.202 0.176 -0.206
H -5.55954 -1.36696 0.42220 0.033 -0.315 0.115
H -5.23700 -2.94074 -0.34504 -0.027 0.087 0.323
H -2.45637 -4.69517 -0.33916 -0.120 0.397 -0.414
H -2.77809 -5.96542 -2.40604 0.037 0.328 -0.159
H -2.73225 -4.80617 -4.64135 0.040 0.180 0.335
H -2.29483 -2.33376 -4.72069 0.021 -0.279 0.167
H -1.91108 -1.08046 -2.64698 0.037 -0.372 -0.047
H -3.87254 -0.75524 -1.81010 0.231 0.347 0.318
H -4.52024 1.62044 -1.83165 0.066 -0.031 0.381
H -3.81174 3.13618 0.04892 0.084 -0.301 -0.034
H -2.37562 2.19062 1.89910 -0.185 0.054 -0.301
H -1.59153 -0.12537 1.78747 -0.244 0.340 -0.288
H -0.32979 -1.57562 1.33680 -0.214 -0.081 -0.650
H 0.86680 -3.43382 1.09497 -0.061 -0.232 -0.230
H -0.56276 -4.19225 0.39344 0.093 0.298 -0.012
H 1.88687 -3.97708 -0.93675 -0.207 -0.025 -0.104
H 0.34968 -4.00626 -1.84000 0.102 -0.054 0.295
H 2.21542 -1.76678 -1.54354 -0.576 0.118 0.137
H 0.78319 -1.89833 -2.58809 0.115 0.008 0.488
H 0.59683 0.54553 0.53553 -0.744 -0.309 -0.325
H 0.27802 1.48483 -2.02992 -0.030 -0.831 -0.128
H 3.22407 0.91163 -1.32268 -0.295 -0.381 -0.354
H 4.82165 1.09627 -3.26085 -0.324 -0.052 -0.277
H 5.20271 1.08374 -5.73862 -0.438 0.045 0.297
H 3.27520 1.41394 -7.30614 0.027 -0.017 0.590
H 0.96274 1.71864 -6.38361 0.452 -0.180 0.245
H 0.55917 1.50535 -3.96280 0.393 -0.021 -0.302
```
Forces are in eV/Å.

ΔE to the lowest compared entry with this formula, charge and spin, kcal per mole: 18.55
Energy, Eh: -2542.57430
Molecular weight, g/mol: 638.32
Frontier orbital gap, Ha: 0.0981
Maximum force, eV Å⁻¹: 3.3
LUMO, eV: -1.97

Here are the Mulliken charges for atoms 1 to 8, given in e: number 1, C, carries -0.82; number 2, C, carries -0.26; number 3, O, carries -0.21; number 4, C, carries 0.45; number 5, C, carries -0.72; number 6, C, carries 0.76; number 7, C, carries -0.72; number 8, C, carries 0.46